Run 1
{"formula": "C3H7BrN", "method": "ωB97M-V/def2-TZVPD", "symbols": ["Br", "H", "H", "C", "H", "C", "H", "N", "H", "H", "C", "H"], "positions_angstrom": [[1.84902, 0.89363, 1.57520], [1.38117, 0.11859, -0.75847], [-1.31474, 1.55308, -0.58031], [0.09761, -1.08081, 0.70914], [-1.22559, -2.56478, 0.41124], [0.99971, -0.10816, 0.26564], [-0.01667, 1.95917, -1.57940], [-0.29051, 1.67280, -0.61324], [-0.14533, 2.41514, 0.08749], [-0.46202, -1.93806, -1.10361], [-0.61626, -1.92800, -0.14275], [-0.25639, -0.99262, 1.72909]], "lowdin_charge": [0.9073, 0.0950, 0.0798, -0.2152, 0.0811, -0.5098, 0.0939, 0.0425, 0.0558, 0.0383, 0.2248, 0.1066], "gap_ev": 8.61, "total_charge": 1, "e_homo_ev": -15.1}

Run 2
{"formula": "C3H7BrN", "method": "ωB97M-V/def2-TZVPD", "symbols": ["H", "N", "H", "H", "H", "H", "Br", "H", "C", "C", "C", "H"], "positions_angstrom": [[-1.01039, -0.37953, -0.24439], [-1.95617, -0.10317, 0.03514], [2.34675, 0.25044, -0.41959], [-1.91803, 0.95950, 0.04923], [-2.29052, -0.66120, 0.81968], [-2.62898, -0.23123, -0.68253], [-0.41236, 2.66847, 0.90059], [1.29897, -0.06518, 2.63410], [0.51147, 1.01885, 0.85425], [1.34514, 0.01496, 0.08156], [1.02512, 0.10522, 1.65484], [0.98771, -0.83226, -0.43941]], "lowdin_charge": [0.1012, 0.2945, 0.1205, 0.0702, 0.1675, 0.1344, 0.8114, 0.0813, -0.7516, -0.0993, 0.0250, 0.0449], "gap_ev": 9.85, "total_charge": 1, "e_homo_ev": -13.8}

Quick one: most stable of them? run 1

Run 1
{"formula": "C5H6N2OS", "method": "ωB97M-V/def2-TZVPD", "symbols": ["C", "C", "N", "C", "H", "N", "H", "H", "H", "H", "C", "H", "S", "O", "C"], "positions_angstrom": [[-0.71471, 1.26190, -0.05278], [-2.96898, 0.04551, 0.07116], [-2.49089, 1.21057, 0.16587], [2.03342, -1.38819, 0.03229], [2.36969, -2.36603, 0.12027], [0.78264, -0.97364, -0.06653], [-3.98103, 0.14769, -0.07839], [-0.62075, 1.64046, -1.04503], [-1.47072, -1.08647, 0.16005], [-0.53871, 2.10455, 0.47149], [0.73456, 0.30083, -0.04419], [4.07613, -0.36549, 0.20822], [2.23685, 1.13173, -0.02140], [-2.44157, -1.20144, 0.03187], [2.99407, -0.46198, 0.04711]], "lowdin_charge": [-0.0310, -0.3504, 0.1113, -0.2852, 0.0923, 0.0119, 0.0920, 0.0568, 0.0747, 0.0084, -0.5676, 0.0700, 1.0217, 0.0518, -0.3566], "gap_ev": 10.29, "smiles": "O/C=N\\Cc1nccs1", "e_homo_ev": -9.7}

Run 2
{"formula": "C5H6N2OS", "method": "ωB97M-V/def2-TZVPD", "symbols": ["N", "C", "C", "H", "N", "H", "H", "C", "O", "C", "C", "H", "S", "H", "H"], "positions_angstrom": [[0.01289, 0.05275, 0.17591], [-2.25351, -1.05460, -0.11014], [1.03754, 0.87243, 0.09342], [5.50449, -0.73790, 0.26757], [4.80039, -0.03559, 0.02868], [0.62899, 1.94201, -0.06792], [-4.19822, -0.48536, -0.70296], [2.42020, 0.64846, -0.07397], [-2.45432, -2.26024, 0.01218], [-1.05526, -0.40194, 0.22109], [-3.48882, -0.13273, -0.10161], [2.83499, 1.62310, -0.18016], [3.35470, -0.72627, -0.08383], [-3.96789, -0.15060, 0.97804], [-3.17618, 0.84649, -0.45631]], "lowdin_charge": [0.1154, -0.4660, -0.1935, -0.0332, -0.3896, 0.1553, 0.0189, -0.4586, 0.0408, 0.0747, -0.0148, 0.0577, 0.8812, 0.1382, 0.0735], "gap_ev": [6.39, 7.22], "e_homo_ev": [-7.2, -8.1]}

Quick one: most stable of them? run 1

Run 1
{"formula": "C7H11N2", "method": "ωB97M-V/def2-TZVPD", "symbols": ["C", "C", "N", "H", "C", "H", "N", "H", "C", "H", "H", "C", "H", "H", "H", "C", "H", "C", "H", "H"], "positions_angstrom": [[-1.03100, -1.00195, 1.03017], [-1.66018, -1.25998, 2.15393], [0.96270, -0.64365, -0.35816], [-1.04238, -1.01828, 3.10337], [1.64789, 0.43356, -1.15273], [1.80093, 0.24524, -2.23445], [-1.28315, 3.65164, -1.08949], [-1.45628, 4.64398, -1.15668], [0.38458, -0.34636, 1.02423], [1.11907, 1.49403, -0.99164], [2.65121, 0.53220, -0.67340], [-1.34439, -1.05127, -0.40949], [-0.22414, -0.80909, -2.17403], [1.12349, -0.82540, 1.72056], [1.31996, -1.57896, -0.27037], [-0.65618, 2.68001, -1.01856], [-2.59261, -1.72902, 2.05856], [-0.26552, -0.86503, -1.16185], [0.11934, 0.67627, 1.34576], [-2.28845, -1.20012, -0.74942]], "lowdin_charge": [-0.2793, 0.0980, -0.0822, 0.1284, -0.0276, 0.1115, 0.1026, 0.0977, -0.0454, 0.0562, 0.1060, 0.0297, 0.1018, 0.1512, 0.1841, -0.0072, 0.0656, -0.0371, 0.1451, 0.1008], "gap_ev": 10.03, "total_charge": 1, "e_homo_ev": -13.3}

Run 2
{"formula": "C7H11N2", "method": "ωB97M-V/def2-TZVPD", "symbols": ["H", "H", "H", "N", "H", "N", "C", "H", "H", "C", "C", "H", "H", "H", "C", "H", "C", "H", "C", "C"], "positions_angstrom": [[1.11018, 3.19793, 0.19861], [2.66350, 0.37956, -1.08437], [2.29881, -1.44045, -1.03891], [-0.88464, 1.52688, 0.30945], [-0.54638, -2.42722, -0.68237], [0.48335, 1.23185, 0.20588], [-1.76501, 0.56753, -0.00696], [-3.41445, -0.76731, -0.22497], [0.33319, -2.95022, 0.86828], [1.36908, 2.22600, 0.25323], [-3.03844, 0.21291, -0.19918], [-1.41662, -2.58808, 0.82230], [-1.17366, 2.51299, -0.03943], [2.91561, -0.83096, 0.31829], [-0.47888, -2.31537, 0.42570], [2.39425, 2.00802, 0.39707], [0.87278, -0.10354, -0.02955], [-3.82540, 0.94278, -0.32802], [-0.16858, -0.90184, 0.30403], [2.27131, -0.48147, -0.46907]], "lowdin_charge": [0.0723, 0.1050, 0.1061, 0.0441, 0.1262, -0.0769, -0.1046, 0.0500, 0.1188, 0.2061, 0.0625, 0.0714, 0.2232, 0.0858, -0.0392, 0.1015, -0.2462, 0.0692, 0.0327, -0.0079], "gap_ev": [7.96, 7.96], "total_charge": 1, "e_homo_ev": [-12.9, -12.9]}

Run 3
{"formula": "C7H11N2", "method": "ωB97M-V/def2-TZVPD", "symbols": ["C", "H", "H", "H", "C", "C", "N", "H", "H", "H", "N", "H", "H", "H", "H", "C", "H", "C", "C", "C"], "positions_angstrom": [[-0.50565, 1.63575, -0.26663], [1.05328, 3.14175, -0.70900], [-2.53296, -0.45920, 1.51635], [-1.43906, 2.21647, -0.18420], [0.72082, 2.15749, -0.40915], [-0.27686, 0.27167, -0.03728], [1.65949, 1.16205, -0.26874], [-3.23067, -0.09525, -0.03037], [3.44502, 1.66367, 0.61136], [0.56032, -2.26836, -0.02374], [1.16871, 0.04123, -0.07115], [-1.09612, -2.74102, -0.65819], [3.57547, 0.66585, -0.63733], [-0.88572, -2.82476, 1.03162], [3.33063, 2.29474, -1.01604], [-1.07198, -0.89027, 0.25542], [-3.07190, -1.78498, 0.64154], [-2.52151, -0.80425, 0.46073], [3.02559, 1.48685, -0.35130], [-0.53838, -2.24626, 0.17474]], "lowdin_charge": [0.0286, 0.1430, 0.1280, 0.1461, -0.0196, -0.1553, -0.1838, 0.1216, 0.1095, 0.1027, 0.1984, 0.1365, 0.0811, 0.1138, 0.1223, -0.1703, 0.1245, -0.0273, 0.0199, -0.0196], "gap_ev": 8.62, "total_charge": 1, "smiles": "CC(C)=C1C=C[N+](C)=N1", "e_homo_ev": -14.0}

Quick one: most stable of them? run 3

Run 1
{"formula": "C2H2I4", "method": "ωB97M-V/def2-TZVPD", "symbols": ["H", "I", "I", "H", "I", "C", "I", "C"], "positions_angstrom": [[1.44132, 0.57452, 0.07916], [1.73588, -2.11998, 0.23508], [-1.59383, 1.32004, 2.24339], [2.09785, -0.27923, -1.53268], [-2.01357, 1.74011, -1.27679], [-1.71969, 0.47189, 0.34949], [-2.08008, -1.54326, 0.30907], [2.13212, -0.16410, -0.40672]], "lowdin_charge": [-0.0479, 0.6373, 0.6686, -0.0369, 0.6817, -2.0406, 0.6754, -0.5376], "gap_ev": [7.52, 7.01], "e_homo_ev": [-8.6, -8.0]}

Run 2
{"formula": "C2H2I4", "method": "ωB97M-V/def2-TZVPD", "symbols": ["H", "C", "C", "I", "H", "I", "I", "I"], "positions_angstrom": [[1.41603, 0.41317, -0.91218], [-0.94367, 0.26097, -0.03524], [1.12935, -0.10157, -0.00658], [1.31387, -2.17570, -0.24287], [1.48658, 0.28415, 0.92809], [-1.56270, -0.69015, 1.79170], [-1.95917, -0.39950, -1.73942], [-0.88030, 2.40863, 0.21650]], "lowdin_charge": [-0.0148, -1.9227, -0.7379, 0.7166, -0.0138, 0.6304, 0.6992, 0.6431], "gap_ev": 8.04, "e_homo_ev": -9.1}

Quick one: most stable of them? run 2

Run 1
{"formula": "C2H6FNO", "method": "ωB97M-V/def2-TZVPD", "symbols": ["N", "C", "H", "H", "H", "H", "H", "C", "O", "H", "F"], "positions_angstrom": [[2.17766, -0.12408, 0.60159], [-0.85415, 0.71761, 0.17172], [-0.21536, 1.39632, -0.36905], [-0.53575, 1.02787, 1.19359], [1.87789, 0.84994, 0.21089], [-1.99391, 0.85105, 0.17859], [-0.16981, -1.24298, 1.17623], [-0.39584, -0.72833, 0.20559], [-0.61835, -1.58359, -0.80607], [-0.78832, -1.11577, -1.66434], [2.65018, -0.73103, -0.53898]], "lowdin_charge": [0.0415, -0.1135, 0.0504, 0.0760, 0.0471, 0.1043, 0.1168, -0.2631, 0.0010, 0.1339, -0.1945], "gap_ev": [10.39, 7.31], "e_homo_ev": [-9.7, -7.2]}

Run 2
{"formula": "C2H6FNO", "method": "ωB97M-V/def2-TZVPD", "symbols": ["H", "N", "H", "C", "H", "H", "F", "H", "H", "O", "C"], "positions_angstrom": [[-1.09479, 1.82834, -1.30703], [0.92100, -0.53861, 2.00565], [0.62901, -0.02490, -1.15934], [0.15357, 0.49146, -0.28231], [1.02688, 0.35719, 2.36211], [-1.75823, 0.39355, -1.16318], [1.02257, 1.31851, 0.35949], [1.75526, -0.63829, 1.49661], [-1.59967, 1.39729, 0.34295], [-0.18892, -0.68320, 1.09763], [-1.14317, 1.10490, -0.53356]], "lowdin_charge": [0.0743, -0.0194, 0.1519, -0.2262, 0.0340, 0.1193, -0.0024, 0.0451, 0.0650, -0.1905, -0.0511], "gap_ev": 10.21, "e_homo_ev": -9.2}

Quick one: most stable of them? run 2